Computed, not measured: a molecular structure, C38H36IMnN3O3P, with ωB97M-V/def2-TZVPD.

Geometry as XYZ:
```
83
Properties=species:S:1:pos:R:3:forces:R:3:mulliken_spin:R:1
Mn 0.62786 0.15601 -1.07054 -0.227 0.527 0.158 1.07
C 3.60482 -0.22188 2.16514 0.007 0.005 0.001 0.00
C 2.74581 0.99861 2.29357 0.120 0.043 0.068 0.00
N 2.77212 1.68602 3.41195 -0.083 0.069 -0.033 0.00
C 2.00047 2.78643 3.52469 0.104 -0.027 0.012 0.00
C 1.11417 3.20560 2.56439 0.010 -0.022 0.003 0.00
C 0.23437 4.39779 2.85016 0.006 0.010 0.023 0.00
O 0.14288 5.33466 1.78129 0.050 -0.011 0.007 0.00
C 1.04249 2.44704 1.37058 -0.453 0.028 -0.056 0.02
C 0.00143 2.72608 0.40191 0.348 0.080 0.052 -0.02
N -0.33235 2.04576 -0.64738 -0.400 -0.121 0.082 -0.02
C -1.46823 2.57119 -1.38236 0.140 0.008 0.119 -0.01
C -2.23892 3.66986 -0.97217 0.028 -0.068 0.061 0.00
C -3.31458 4.12042 -1.71260 -0.020 -0.011 -0.028 0.00
C -3.67095 3.50197 -2.90257 0.015 0.012 0.001 0.00
C -2.92829 2.42385 -3.33999 0.010 0.043 0.096 0.00
C -1.85159 1.98333 -2.58000 -0.197 0.012 -0.028 0.00
I -0.76802 0.40564 -3.34999 0.230 -0.313 -0.196 -0.01
C 1.91566 1.37934 1.20546 0.091 0.020 -0.369 0.01
O 1.99816 0.73386 0.07011 0.058 -0.378 0.472 0.01
H 3.95938 -0.52134 3.14841 0.006 0.011 -0.004 0.00
H 4.47007 -0.02186 1.52842 0.000 0.007 -0.013 0.00
H 3.04835 -1.04037 1.70291 -0.016 -0.003 0.015 0.00
H 2.09958 3.33698 4.45341 -0.005 0.000 0.012 0.00
H 0.59417 4.88734 3.75841 -0.026 -0.032 0.029 0.00
H -0.79250 4.08074 3.04700 -0.013 -0.009 -0.043 0.00
H 1.01365 5.72143 1.63898 -0.012 0.017 -0.002 0.00
H -0.55316 3.61949 0.64043 0.057 0.077 -0.043 0.00
H -2.01571 4.20693 -0.06297 -0.024 0.001 0.010 0.00
H -3.87887 4.96866 -1.35001 0.000 0.008 -0.005 0.00
H -4.50920 3.85781 -3.48486 -0.012 -0.003 0.008 0.00
H -3.17772 1.92650 -4.26698 0.005 -0.015 -0.002 0.00
C 2.40947 -1.06414 -4.30092 0.006 0.023 0.016 0.00
C 3.24017 -0.35145 -3.22902 -0.082 -0.017 0.014 0.00
C 2.91519 1.13292 -3.07137 -0.009 0.041 0.038 0.01
C 3.19627 -1.07683 -1.88209 0.141 -0.061 -0.025 0.02
C 3.88406 -2.44052 -1.92040 -0.033 -0.064 0.046 0.00
O 2.96702 -3.31720 -1.23364 0.038 0.104 0.013 0.00
C 1.84160 -2.63050 -1.00523 0.001 -0.158 0.128 0.00
N 1.83181 -1.40571 -1.38114 0.170 -0.147 -0.380 0.00
C 0.81502 -3.42749 -0.29057 0.024 0.082 -0.052 0.00
C 1.05292 -4.80246 -0.19738 -0.026 -0.031 -0.017 0.00
C 0.19099 -5.62784 0.49930 -0.007 0.001 -0.001 0.00
C -0.92878 -5.09318 1.11834 0.010 0.002 -0.002 0.00
C -1.18069 -3.73725 1.01707 -0.007 -0.015 -0.027 0.00
C -0.32169 -2.88694 0.32141 -0.041 -0.033 0.036 0.02
P -0.81049 -1.13256 0.24076 0.039 0.346 -0.211 -0.08
C -0.82161 -0.57962 1.96733 -0.073 -0.015 -0.002 0.01
C -0.13251 -1.25942 2.96637 0.086 0.015 0.001 -0.01
C -0.09911 -0.75593 4.26011 0.012 -0.011 -0.024 0.00
C -0.76992 0.41587 4.56865 -0.008 0.038 -0.003 0.00
C -1.46228 1.09959 3.57701 0.025 -0.021 0.004 0.00
C -1.47170 0.61664 2.27944 -0.034 -0.028 0.047 -0.01
C -2.55961 -1.32637 -0.25324 -0.003 0.031 0.013 0.00
C -3.64717 -0.98367 0.54255 -0.023 0.014 -0.007 -0.01
C -4.94298 -1.17764 0.07788 0.019 0.007 0.006 0.00
C -5.16246 -1.72458 -1.17553 -0.001 -0.003 -0.006 0.00
C -4.08154 -2.09341 -1.96688 -0.001 0.010 0.024 0.00
C -2.79149 -1.89361 -1.50771 -0.001 -0.033 -0.007 0.01
H 2.21408 -0.40229 -5.14428 0.020 0.002 -0.008 0.00
H 1.45050 -1.40501 -3.90539 -0.020 0.006 -0.006 0.00
H 2.92022 -1.94312 -4.69488 -0.007 -0.015 0.025 0.00
H 4.28988 -0.40548 -3.53705 0.002 0.047 -0.030 0.00
H 1.96904 1.33262 -2.55676 -0.027 -0.040 -0.038 -0.01
H 2.84044 1.62345 -4.04225 0.032 -0.004 -0.004 0.00
H 3.68328 1.63764 -2.48455 0.004 -0.020 0.009 0.00
H 3.64213 -0.43087 -1.12368 0.001 -0.014 0.001 0.00
H 4.83151 -2.46942 -1.38890 0.007 0.010 -0.008 0.00
H 4.02019 -2.82524 -2.93059 -0.004 -0.001 -0.007 0.00
H 1.92307 -5.22281 -0.67711 0.011 0.006 0.014 0.00
H 0.39632 -6.68783 0.55880 -0.003 -0.005 -0.001 0.00
H -1.60656 -5.72839 1.67245 -0.007 -0.007 -0.006 0.00
H -2.06970 -3.32651 1.48022 0.015 0.010 0.014 0.00
H 0.39336 -2.17872 2.74133 -0.021 -0.010 -0.002 0.00
H 0.45029 -1.28550 5.02676 0.004 0.000 0.002 0.00
H -0.74990 0.80075 5.57954 -0.004 0.001 0.002 0.00
H -1.99080 2.01377 3.81586 -0.005 -0.001 0.003 0.00
H -2.00016 1.16400 1.50710 -0.011 0.002 0.005 0.00
H -3.49875 -0.57989 1.53421 -0.004 0.001 -0.001 0.00
H -5.78091 -0.90631 0.70615 -0.002 -0.002 0.005 0.00
H -6.17236 -1.87731 -1.53199 -0.004 0.001 -0.001 0.00
H -4.24502 -2.54153 -2.93805 0.001 -0.003 -0.004 0.00
H -1.95598 -2.20656 -2.12286 -0.002 -0.006 0.008 0.00
```
Forces are in eV/Å.

The value obtained for the LUMO energy (alpha / beta) is -2.95 / -2.98 eV. The spin multiplicity is 2. The charge is +1. The value obtained for the HOMO-LUMO gap (alpha / beta) is 7.58 / 7.30 eV. As for the highest occupied orbital energy (alpha / beta): -10.5 / -10.3 eV.